(1)
This record from the OMol25 dataset describes one molecule with the formula C5H9NO. The level of theory is ωB97M-V/def2-TZVPD.

Geometry (Å):
C -0.11 -0.66 1.66
C 0.81 -0.18 0.55
N 1.08 -1.15 -0.51
C 0.59 -0.39 -1.53
O 0.46 -0.57 -2.72
C 0.22 0.75 -0.57
C -1.25 1.11 -0.60
H -1.05 -1.05 1.27
H -0.34 0.17 2.35
H 0.37 -1.45 2.25
H 1.73 0.23 0.99
H 1.53 -2.06 -0.52
H 0.85 1.64 -0.73
H -1.88 0.25 -0.34
H -1.51 1.40 -1.62
H -1.50 1.94 0.07

Values from the calculation:
E = -8868.503 eV
E_LUMO = 0.94 eV
HOMO-LUMO gap = 10.57 eV
SMILES = C[C@@H]1C(=O)N[C@@H]1C
ΔE to the lowest compared entry with this formula, charge and spin = 68.48 kJ/mol
Molecular weight = 99.13 g mol⁻¹


(2)
This record from the OMol25 dataset describes a 4-piece molecular cluster, C2H14NO3 overall. The level of theory is ωB97M-V/def2-TZVPD.

Geometry (Å):
C 1.62 -0.12 1.26
C 1.15 1.04 0.45
N -0.10 0.80 -0.34
H 0.77 -0.75 1.59
H 2.33 -0.85 0.87
H 2.14 0.19 2.17
H 0.97 1.85 1.17
H 1.90 1.36 -0.27
H 0.22 0.43 -1.27
H -0.72 1.61 -0.40
H -0.67 0.09 0.14
H -3.50 0.64 1.38
H -3.78 0.86 -0.16
O -3.11 0.79 0.53
H 1.18 -0.52 -3.40
H 2.19 0.13 -2.45
O 1.24 -0.09 -2.52
H -0.63 -2.60 0.88
H -1.79 -2.72 -0.15
O -1.40 -2.14 0.54

Values from the calculation:
E = -9930.482 eV
E_LUMO (spin up / spin down) = 0.44 / 0.29 eV
HOMO-LUMO gap (spin up / spin down) = 2.98 / 11.61 eV
ΔE to the lowest compared entry with this formula, charge and spin = 18.87 kJ/mol
Spin multiplicity = 2
Molecular weight = 100.14 g mol⁻¹


(3)
This record from the OMol25 dataset describes C30H41GaN7O7PS3 as an isolated structure. The level of theory is ωB97M-V/def2-TZVPD.

Geometry (Å):
Ga -0.30 -1.08 1.04
C 4.24 4.37 3.11
C 3.87 2.97 2.70
C 2.56 2.51 2.85
C 2.21 1.22 2.49
C 3.17 0.37 1.96
C 4.48 0.80 1.83
C 4.82 2.09 2.18
S 2.82 -1.28 1.39
O 3.79 -2.10 2.06
O 2.84 -1.23 -0.06
N 1.34 -1.71 1.82
C 1.05 -1.87 3.27
C -0.12 -0.99 3.72
O -0.33 -0.77 4.89
O -0.89 -0.52 2.73
H 3.53 5.09 2.70
H 5.24 4.63 2.77
H 4.21 4.47 4.19
H 1.81 3.17 3.28
H 1.18 0.89 2.63
H 5.22 0.11 1.44
H 5.85 2.42 2.07
H 1.93 -1.65 3.87
H 0.76 -2.90 3.47
N -5.10 -7.95 -0.87
C -4.26 -7.07 -0.22
C -4.60 -6.57 1.04
C -3.76 -5.69 1.70
C -2.56 -5.33 1.11
C -2.19 -5.84 -0.13
C -3.03 -6.70 -0.79
S -1.50 -4.19 1.92
O -0.19 -4.77 2.01
O -2.17 -3.74 3.11
N -1.33 -2.94 0.85
C -2.39 -2.26 0.36
S -4.02 -2.70 0.00
C -4.30 -1.12 -0.67
C -3.18 -0.37 -0.59
N -2.10 -1.01 -0.01
H -6.05 -8.00 -0.57
H -4.96 -8.07 -1.86
H -5.54 -6.87 1.50
H -4.02 -5.28 2.67
H -1.23 -5.56 -0.56
H -2.75 -7.12 -1.75
H -5.27 -0.85 -1.05
H -3.06 0.64 -0.94
O 0.39 0.53 0.19
P 0.08 1.47 -0.94
N -0.17 0.58 -2.31
C -0.48 1.11 -3.65
C 0.77 0.81 -4.46
C 1.17 -0.58 -3.95
C 0.67 -0.64 -2.49
N 1.33 2.53 -0.96
C 1.37 3.66 -1.92
C 2.86 3.91 -2.16
C 3.52 2.57 -1.83
C 2.71 2.09 -0.64
N -1.30 2.33 -0.64
C -1.98 3.30 -1.51
C -2.24 4.51 -0.61
C -2.47 3.86 0.75
C -1.45 2.73 0.80
H -0.75 2.16 -3.62
H -1.34 0.56 -4.05
H 1.55 1.54 -4.21
H 0.60 0.84 -5.53
H 2.24 -0.76 -4.01
H 0.67 -1.35 -4.55
H 1.49 -0.67 -1.77
H 0.05 -1.53 -2.31
H 0.86 4.54 -1.51
H 0.87 3.40 -2.86
H 3.22 4.67 -1.46
H 3.05 4.27 -3.17
H 4.58 2.66 -1.61
H 3.40 1.87 -2.67
H 3.05 2.60 0.27
H 2.76 1.02 -0.45
H -2.92 2.89 -1.87
H -1.38 3.56 -2.38
H -3.09 5.10 -0.96
H -1.36 5.15 -0.58
H -3.49 3.46 0.81
H -2.33 4.56 1.58
H -1.78 1.89 1.40
H -0.50 3.08 1.21

Values from the calculation:
E = -150714.324 eV
E_LUMO = 0.21 eV
HOMO-LUMO gap = 8.60 eV
ΔE to the lowest compared entry with this formula, charge and spin = 0.00 kJ/mol
Molecular weight = 808.60 g mol⁻¹


Number 1: maximum force 0.4 eV Å⁻¹. Number 2: maximum force 2.0 eV Å⁻¹. Number 3: maximum force 0.5 eV Å⁻¹.